DFT (the ωB97M-V functional and the def2-TZVPD basis) results for C15H20ClGaO5 as an isolated structure.

Geometry as XYZ:
```
42
Properties=species:S:1:pos:R:3
C -2.163 0.098 1.813
Cl -0.223 -0.244 4.134
H 1.670 -2.667 -1.034
C 2.115 1.564 0.283
H 2.600 -0.179 -1.050
C 0.448 0.898 -3.444
C 1.991 1.664 1.687
C -2.179 0.178 0.369
C 2.389 0.214 -0.049
C -1.692 1.400 2.286
H 2.315 0.135 3.290
Ga -0.253 -1.122 1.243
H -2.810 -0.538 2.415
C -1.893 -0.293 -3.578
H -2.684 -0.515 -0.305
H 1.807 2.572 2.255
O 0.576 -3.068 0.662
H -2.222 -0.073 -4.605
H -0.355 -2.512 -3.264
O -1.594 -0.427 4.490
C -1.576 1.429 0.000
H 2.035 2.398 -0.423
H -2.006 1.836 3.230
H -0.023 -3.569 -1.235
H 0.352 1.474 -4.375
H 1.511 0.650 -3.307
C -0.382 -0.368 -3.436
H 2.651 -1.602 1.260
H -0.827 3.134 1.219
H 0.142 1.572 -2.629
C 2.177 0.369 2.246
C -1.260 2.138 1.160
O 0.687 -0.334 5.228
H -1.465 1.778 -1.025
O -0.045 1.048 3.426
C 0.218 -1.574 -3.261
H 1.307 -1.666 -3.156
O 0.180 -1.393 3.147
C 0.745 -3.093 -0.592
C 2.392 -0.545 1.154
H -2.321 0.491 -2.939
H -2.336 -1.260 -3.291
```

Highest occupied orbital energy (alpha / beta) = 0.870 / 0.846 eV
Molecular weight = 385.5 g/mol
2S+1 = 1
Electronic energy = -3344.23053 Ha
Net charge = -2
E_LUMO (alpha / beta) = 5.22 / 5.22 eV
HOMO-LUMO gap (alpha / beta) = 4.4 / 4.4 eV
Strongest force on any atom = 0.093 Eh/bohr